[1]
Here is C60H168N10O29 as an isolated structure in a non-equilibrium geometry from the OMol25 dataset. Energies are from ωB97M-V with the def2-TZVPD basis set.

The largest force on an atom comes out at 16.99 eV/Å. The calculation puts the gap between HOMO and LUMO at 0.2179 Ha. Its net charge is 0.

Last column: Löwdin charge in e.
Cartesian coordinates (Å):
C 3.35369 -5.57863 5.33135  -0.0963
O 3.86910 -4.71663 4.35137  -0.2547
C 5.26894 -4.99692 4.04647  -0.1676
C 6.16886 -3.82552 3.64881  -0.1751
N 5.46016 -2.84853 2.85452  -0.1263
C 6.15055 -1.55425 2.64859  -0.1599
C 5.34644 -0.60899 1.74269  -0.1571
O 4.25964 0.02586 2.50823  -0.1354
C 2.95295 -0.56383 2.26806  -0.0696
H 2.26488 -5.52808 5.33794  0.0809
H 3.86281 -5.46305 6.28819  0.0987
H 3.59926 -6.59923 5.03781  0.0973
H 5.41652 -5.82793 3.35673  0.1209
H 5.72660 -5.32697 4.97906  0.1125
H 7.12489 -4.19035 3.27331  0.1318
H 6.33996 -3.30601 4.59164  0.1134
H 4.54279 -2.63658 3.22004  0.0857
H 6.96941 -1.99890 2.08304  0.1191
H 6.46406 -1.05418 3.56496  0.1187
H 5.00899 -1.08230 0.82063  0.1110
H 5.93092 0.24504 1.40045  0.1172
H 2.41383 -0.27581 1.36556  0.0735
H 2.22090 -0.36688 3.05126  0.0898
H 3.00924 -1.65087 2.32516  0.0946
C -6.72891 -6.04823 2.89972  -0.0812
O -5.81177 -5.13468 2.31478  -0.1694
C -4.66639 -4.82146 3.08731  -0.2512
C -4.11488 -3.47479 2.59078  -0.1222
N -3.80518 -3.47194 1.16694  -0.0525
C -3.59721 -2.17992 0.57035  -0.1577
C -2.78932 -2.31423 -0.75786  -0.1170
O -2.47242 -1.02294 -1.23031  -0.1868
C -1.98603 -1.02650 -2.57353  -0.1225
H -7.39632 -6.47957 2.15365  0.0883
H -7.38847 -5.47313 3.54959  0.0893
H -6.25417 -6.86064 3.44992  0.0913
H -3.95017 -5.61534 2.87546  0.1144
H -4.73412 -4.76647 4.17382  0.1328
H -3.23807 -3.24835 3.19743  0.1059
H -4.89606 -2.72092 2.68838  0.1363
H -4.53824 -3.98063 0.69370  0.1428
H -3.07403 -1.48977 1.23222  0.1031
H -4.53878 -1.70672 0.29175  0.1190
H -3.36202 -2.89326 -1.48231  0.1585
H -1.89127 -2.91783 -0.62647  0.0716
H -2.22965 -1.95844 -3.08366  0.1072
H -0.90541 -1.08915 -2.44529  0.0381
H -2.21721 -0.13777 -3.16074  0.1606
C 1.02539 -2.43579 8.65368  -0.0799
O 0.81096 -1.37153 7.66925  -0.1940
C 1.75726 -1.38296 6.60750  -0.1737
C 1.57533 -2.60756 5.64072  -0.0991
N 0.26921 -2.46648 4.96722  0.0410
C 0.28240 -3.34152 3.80647  -0.1478
C -1.11783 -3.96418 3.60884  -0.2528
O -1.66038 -4.44000 4.81362  -0.1195
C -2.71292 -5.45466 4.67457  -0.0364
H 2.08613 -2.45462 8.90385  0.0752
H 0.98502 -3.45082 8.25849  0.0669
H 0.36742 -2.24709 9.50197  0.0892
H 2.74561 -1.30497 7.06048  0.1206
H 1.45440 -0.49218 6.05717  0.1237
H 1.77937 -3.52494 6.19289  0.1031
H 2.42962 -2.43960 4.98492  0.1270
H -0.44108 -2.93521 5.51117  0.1464
H 0.97390 -4.17744 3.91212  0.0771
H 0.68870 -2.84436 2.92565  -0.1748
H -1.07766 -4.74929 2.85380  0.0153
H -1.80541 -3.23085 3.18746  0.1099
H -3.56223 -5.07881 4.10405  -0.0390
H -2.94538 -5.69398 5.71225  0.1129
H -2.35917 -6.31528 4.10684  0.1068
C -3.62117 4.65900 0.85320  -0.1537
O -4.47738 5.01503 -0.22313  -0.1700
C -3.92425 5.63541 -1.35676  -0.1862
C -5.14654 5.91308 -2.15677  -0.1913
N -6.05361 6.78908 -1.39390  -0.0600
C -5.61906 8.10038 -1.04045  -0.2121
C -4.97755 8.97118 -2.18435  -0.1771
O -4.66240 10.21257 -1.50948  -0.2168
C -4.16567 11.29931 -2.30748  -0.1026
H -2.61819 4.34965 0.55922  -0.0331
H -4.14175 3.91986 1.46212  0.1168
H -3.45092 5.48920 1.53868  0.1488
H -3.33605 4.87203 -1.86603  0.1082
H -3.34449 6.54740 -1.21443  0.1374
H -5.65219 4.99033 -2.44130  0.1217
H -4.84996 6.33766 -3.11588  0.1165
H -5.95410 6.23492 -0.55539  0.0842
H -4.92279 7.99753 -0.20814  0.1142
H -6.45792 8.71954 -0.72253  0.1149
H -5.77167 9.16954 -2.90416  0.1211
H -4.08087 8.49072 -2.57578  0.1091
H -3.93169 12.11288 -1.62085  0.0820
H -4.91381 11.72364 -2.97706  0.0769
H -3.27556 11.00925 -2.86576  0.0811
C 1.62418 -1.81578 -0.63267  -0.1363
O 2.60137 -1.39843 -1.56970  -0.1411
C 2.12966 -0.53290 -2.59415  -0.1986
C 3.25564 -0.18909 -3.62355  -0.1598
N 4.12155 0.93915 -3.26072  -0.0539
C 5.38234 1.01934 -4.00354  -0.2089
C 5.25151 1.22179 -5.53998  -0.1794
O 6.54330 1.31012 -6.19955  -0.1974
C 7.38231 0.14228 -6.18097  -0.1131
H 1.11320 -0.97029 -0.17209  0.0149
H 2.25067 -2.21185 0.16654  0.1126
H 0.97930 -2.61132 -1.00595  0.1014
H 1.67690 0.39312 -2.23978  0.0694
H 1.34180 -0.96439 -3.21157  0.0946
H 2.65205 0.07292 -4.49253  0.1102
H 3.78902 -1.12327 -3.79933  0.1132
H 4.39725 1.03594 -2.29391  0.1070
H 5.96824 0.11445 -3.84229  0.0990
H 5.98364 1.78589 -3.51472  0.1220
H 4.81397 2.20317 -5.72317  0.1181
H 4.58815 0.48673 -5.99577  0.1047
H 7.97901 0.05265 -5.27322  0.0775
H 8.10974 0.18845 -6.99142  0.0787
H 6.83931 -0.77749 -6.39840  0.0835
C -1.00167 -4.36412 -0.68923  -0.1236
O -1.17684 -3.63577 -1.86000  -0.1906
C -0.02169 -3.59953 -2.71814  -0.1816
C -0.40796 -2.88124 -3.99842  -0.2109
N 0.70784 -2.55647 -4.83445  -0.0284
C 0.32613 -2.24188 -6.20802  -0.1985
C 1.47534 -2.28384 -7.19346  -0.1964
O 1.58107 -3.54063 -7.91932  -0.2042
C 0.66576 -3.63056 -9.07092  -0.0723
H -0.54942 -3.64136 -0.01012  -0.0521
H -0.40097 -5.27111 -0.75725  0.1515
H -1.99656 -4.70307 -0.40047  0.1128
H 0.26912 -4.62757 -2.93416  0.0941
H 0.86644 -3.13971 -2.28468  0.0887
H -0.98737 -2.01343 -3.68333  0.0569
H -1.16960 -3.51722 -4.44955  0.1336
H 1.24529 -3.40738 -4.91927  0.1240
H -0.07764 -1.23452 -6.30944  0.1197
H -0.51865 -2.85600 -6.51993  0.1088
H 2.42387 -2.10142 -6.68839  0.1198
H 1.40923 -1.45096 -7.89349  0.1116
H -0.34006 -3.74024 -8.66545  0.0708
H 0.82941 -4.48264 -9.73068  0.0821
H 0.75068 -2.71492 -9.65615  0.0803
C -0.54502 7.62137 0.62645  -0.1097
O 0.07745 6.38049 0.49590  -0.1731
C -0.33689 5.47585 1.47268  -0.2214
C 0.57136 4.22683 1.71060  -0.0826
N 0.59524 3.32417 0.53311  -0.0401
C 1.39519 2.13152 0.63435  -0.1426
C 1.18575 1.21772 -0.58184  -0.1554
O -0.20439 0.85416 -0.55780  -0.1535
C -0.60484 -0.01517 -1.57059  -0.1783
H -0.67841 7.96189 1.65326  0.0878
H -1.51496 7.71593 0.13821  0.0751
H 0.19399 8.29896 0.19887  0.0886
H -1.37102 5.16056 1.33389  0.0904
H -0.40389 6.08558 2.37370  0.1136
H 0.26463 3.68543 2.60553  0.0452
H 1.54988 4.68433 1.85658  0.1361
H -0.37165 3.03835 0.47367  0.0395
H 0.97431 1.60730 1.49234  0.0899
H 2.47641 2.22530 0.73569  0.1453
H 1.90623 0.40586 -0.48241  0.1100
H 1.37802 1.83991 -1.45592  0.0891
H -0.00562 -0.92273 -1.49723  0.1060
H -0.37205 0.37733 -2.56046  0.1383
H -1.67035 -0.21365 -1.45486  -0.0492
C -3.00704 3.15051 -0.60220  -0.0693
O -1.86968 3.43915 0.20599  -0.3717
C -2.15981 3.02398 1.57021  -0.1261
C -2.11545 1.51150 1.73206  -0.0813
N -0.75102 1.01761 1.52010  -0.0060
C -0.82067 -0.45719 1.40849  -0.0200
C 0.55657 -1.14799 1.37851  -0.1616
O 0.47940 -2.38810 2.07860  -0.1351
C -0.40472 -3.36674 1.41768  0.0081
H -3.89484 3.65132 -0.21606  0.0725
H -3.19192 2.09874 -0.82058  0.1313
H -2.78166 3.65905 -1.53959  0.0941
H -3.14149 3.44055 1.79577  0.0611
H -1.47193 3.44802 2.30172  0.1104
H -2.83019 1.23882 0.95561  0.1083
H -2.54504 1.28920 2.70886  0.1246
H -0.54027 1.52973 0.67546  0.0671
H -1.41634 -0.80397 0.56408  0.1075
H -1.40082 -0.86210 2.23769  0.1451
H 1.32969 -0.56001 1.87316  0.0558
H 0.84386 -1.26328 0.33339  -0.0740
H -1.46288 -3.10950 1.37035  0.1221
H -0.37111 -4.28714 2.00063  0.0516
H -0.09388 -3.54601 0.38843  0.0356
C -1.02390 4.04672 -1.09784  -0.2367
O -0.66821 4.12053 -2.46113  -0.0835
C 0.63732 3.62583 -2.74419  -0.1951
C 0.84243 3.70153 -4.24718  -0.2361
N 0.94869 5.02902 -4.79586  -0.0475
C 0.95480 4.98896 -6.26998  -0.2106
C 1.17832 6.39419 -6.78847  -0.2077
O 0.01600 7.21374 -6.45480  -0.2054
C 0.23741 8.64415 -6.49720  -0.1059
H -2.09647 4.18558 -0.96215  0.0063
H -0.43851 4.66095 -0.41363  0.1124
H -0.98444 3.02707 -0.71462  0.0876
H 0.72865 2.58352 -2.43864  0.0722
H 1.49389 4.07322 -2.23996  0.1387
H 0.05041 3.15473 -4.75885  0.1101
H 1.78801 3.19116 -4.43025  0.1083
H 0.18576 5.57630 -4.42369  0.1091
H 0.03654 4.55729 -6.66817  0.1136
H 1.79970 4.38870 -6.60750  0.1160
H 1.30786 6.50146 -7.86542  0.1153
H 2.07779 6.76802 -6.29928  0.1152
H 1.03237 8.89274 -5.79410  0.0795
H -0.71413 9.15527 -6.35089  0.0830
H 0.69001 9.09989 -7.37786  0.0711
C 2.06692 -5.51128 -2.29721  -0.1504
O 3.28402 -5.01035 -2.72257  -0.1444
C 3.76396 -3.83569 -2.12048  -0.1891
C 4.19295 -4.01426 -0.67217  -0.1734
N 3.04450 -3.95155 0.18528  -0.0554
C 3.52189 -4.08393 1.57638  -0.1606
C 2.28571 -4.33855 2.43681  -0.1818
O 1.53312 -5.47862 1.94028  -0.1251
C 0.39687 -5.80056 2.74969  -0.0871
H 1.28012 -4.79278 -2.06737  0.0105
H 2.12068 -6.12936 -1.40101  0.0957
H 1.61058 -6.04948 -3.12798  0.1076
H 3.11861 -2.98438 -2.33702  0.0909
H 4.67536 -3.68349 -2.69867  0.1272
H 4.98126 -3.38003 -0.26669  0.1232
H 4.63074 -5.01184 -0.63662  0.1243
H 2.45736 -4.77048 0.11655  0.0869
H 4.04223 -3.18622 1.91023  0.0545
H 4.20499 -4.92467 1.69734  0.1170
H 1.69924 -3.42101 2.38921  0.0877
H 2.51555 -4.50000 3.49000  0.0727
H 0.03327 -6.79059 2.47449  0.1235
H -0.36213 -5.02118 2.81744  -0.0785
H 0.79360 -5.81443 3.76483  0.1027
O 0.33462 1.51373 3.18562  0.0262
H 0.42335 0.73132 3.72987  0.0477
H -0.14292 1.21487 2.41175  -0.2307
O -4.04980 1.69607 3.16120  -0.0360
H -3.99105 1.32885 2.27919  -0.0402
H -4.91010 1.42157 3.47862  0.1144
O -1.84346 -4.98283 1.32137  -0.1583
H -2.67141 -4.52279 1.45961  -0.0026
H -2.08777 -5.78120 0.85325  0.1130
O -4.41859 0.07815 -0.59201  -0.0365
H -3.77795 -0.62950 -0.66301  -0.0225
H -4.88636 0.06307 -1.42700  0.1121
O 0.19938 3.34175 4.08116  -0.0766
H 0.81080 3.04999 4.75739  0.1001
H 0.01024 2.55337 3.57232  -0.1647
O -3.16372 3.53469 4.05331  0.0519
H -3.85156 3.73607 4.68777  0.1060
H -3.45933 2.73085 3.62590  -0.0980
O 0.68449 -0.81442 3.86512  -0.0667
H 0.36913 -1.49688 4.45759  -0.2116
H 0.74258 -1.24508 3.01225  -0.0164
O -1.46032 4.73566 3.61547  -0.1267
H -2.14191 4.09290 3.81172  -0.1836
H -0.67207 4.38337 4.02876  -0.0651
O -4.21224 0.09295 1.74155  -0.0699
H -5.15397 0.00671 1.88969  0.1115
H -4.09315 -0.12981 0.81828  -0.0295

=====

[2]
Here is a 8-piece molecular cluster, C6H28O8 overall from the OMol25 dataset. Energies are from ωB97M-V with the def2-TZVPD basis set.

As for the SMILES: CO.CO.CO.CO.CO.CO.O.O. The largest force on an atom comes out at 0.82 eV/Å. The calculation puts the gap between HOMO and LUMO at 0.3689 Ha. Its net charge is 0.

Last column: natural (NBO) charge in e.
Cartesian coordinates (Å):
C 2.73133 -3.88595 1.12913  -0.2422
O 2.96021 -3.20907 2.35248  -0.7483
H 3.68253 -4.26965 0.77228  0.1797
H 2.04717 -4.72881 1.27203  0.1581
H 2.31076 -3.19650 0.39056  0.1502
H 2.14387 -2.76667 2.62153  0.4896
C 0.16262 -1.14679 -0.08729  -0.2450
O -1.07934 -0.65976 -0.55580  -0.7681
H 0.01757 -2.10497 0.40786  0.1954
H 0.88507 -1.25816 -0.89983  0.1648
H 0.59429 -0.50907 0.69167  0.1554
H -0.95144 0.19674 -0.98344  0.5047
C 2.31815 2.03564 0.14424  -0.2464
O 1.36878 2.94597 -0.43174  -0.7422
H 2.99564 2.57409 0.80953  0.1728
H 1.79790 1.28074 0.73890  0.1622
H 2.83641 1.55310 -0.67666  0.1885
H 0.85347 3.33243 0.28104  0.4663
C -2.21279 2.82934 -1.42042  -0.2470
O -1.38042 1.89032 -2.10455  -0.7447
H -2.58714 3.59301 -2.10848  0.1733
H -3.04572 2.30157 -0.96876  0.1900
H -1.65232 3.36032 -0.64327  0.1595
H -0.56966 2.33834 -2.36392  0.4787
C -2.01779 1.26744 2.68085  -0.2462
O -2.42170 0.13408 3.43530  -0.7300
H -2.83110 1.67291 2.07132  0.1667
H -1.66390 2.03264 3.36630  0.1792
H -1.20262 0.99701 1.99588  0.1559
H -2.69049 -0.55240 2.81603  0.4746
C 0.89323 0.03582 -3.91518  -0.2535
O 1.54951 1.21692 -4.39051  -0.7261
H 1.31756 -0.27411 -2.95959  0.1585
H -0.18574 0.19728 -3.88248  0.1770
H 1.08782 -0.72889 -4.66379  0.1868
H 1.56229 1.88337 -3.69894  0.4582
O -3.58129 -1.78364 -0.28570  -0.9761
H -4.03848 -1.44481 -1.05947  0.4621
H -2.68540 -1.40382 -0.33948  0.4938
O 0.50238 -2.09330 3.27194  -0.9594
H -0.35148 -2.44517 3.54194  0.4888
H 0.53029 -1.20753 3.64846  0.4843

=====

How do the records compare in total energy? In the order shown, they have -139128.03995; -23053.69624 eV.
How do the records compare in ΔE to the lowest compared entry with this formula, charge and spin? In the order shown, they have 7587.0; 373.5 kJ/mol.
How do the records compare in E_HOMO? In the order shown, they have -6.32; -9.88 eV.